Record 1
H26KrO13 as an isolated structure in a non-equilibrium geometry, computed with ωB97M-V/def2-TZVPD.

Structure (ORCA input):
```
! RIJCOSX wB97M-V def2-TZVPD def2/J DEFGRID3
* xyz 0 1
Kr 0.140 0.263 -0.326
O -0.491 2.839 3.331
H -0.379 1.928 3.601
H -1.026 2.791 2.539
O -2.052 3.038 -1.386
H -2.428 2.161 -1.469
H -2.526 3.565 -2.029
O -3.076 0.639 -2.641
H -3.274 0.380 -1.741
H -3.762 1.267 -2.867
O -4.000 -0.348 -0.145
H -3.328 -0.921 0.224
H -4.129 0.330 0.519
O 3.372 0.812 2.086
H 3.472 1.144 1.193
H 2.723 0.112 2.010
O -2.234 -2.072 1.183
H -1.988 -2.450 0.338
H -3.135 -2.362 1.323
O -0.121 -1.977 3.117
H -0.077 -2.851 3.504
H -0.945 -1.972 2.630
O 0.979 -2.247 -2.933
H 0.833 -1.734 -3.727
H 1.932 -2.301 -2.854
O 3.216 -1.124 -1.142
H 4.123 -1.297 -0.892
H 2.693 -1.558 -0.468
O 0.910 3.724 -0.844
H 0.035 3.428 -1.094
H 0.754 4.424 -0.209
O 2.218 -2.202 1.681
H 2.821 -2.574 2.324
H 1.389 -2.112 2.152
O 3.561 2.607 -0.680
H 4.150 3.360 -0.625
H 2.697 2.990 -0.831
O -0.952 -3.318 -1.241
H -0.343 -2.918 -1.862
H -1.751 -3.463 -1.748
*
```

=====

Record 2
One molecule with the formula C4H13N3 in a non-equilibrium geometry, computed with ωB97M-V/def2-TZVPD.

Structure (ORCA input):
```
! RIJCOSX wB97M-V def2-TZVPD def2/J DEFGRID3
* xyz 0 1
C 0.678 -0.121 -1.754
C -0.219 -0.108 -0.466
C -1.380 -1.114 -0.695
N -2.094 -1.359 0.541
N 0.589 -0.393 0.758
C 1.483 0.623 1.236
N 0.880 1.986 1.419
H 0.291 0.438 -2.605
H 1.101 -1.117 -2.050
H 1.510 0.475 -1.364
H -0.745 0.860 -0.284
H -2.056 -0.864 -1.558
H -0.771 -1.987 -0.946
H -1.898 -0.622 1.208
H -3.108 -1.461 0.509
H -0.020 -1.147 1.069
H 1.994 0.225 2.105
H 2.341 0.741 0.565
H -0.083 2.228 1.212
H 1.506 2.716 1.101
*
```

=====

Record 3
A 2-piece molecular cluster, C6H15OS overall in a non-equilibrium geometry, computed with ωB97M-V/def2-TZVPD.

Structure (ORCA input):
```
! RIJCOSX wB97M-V def2-TZVPD def2/J DEFGRID3
* xyz 1 1
C -1.531 1.695 0.495
C -1.121 -0.280 -1.715
C -1.125 -1.350 0.654
C 1.416 1.064 1.578
C 2.067 -1.365 -0.625
C -0.669 -0.322 -0.297
O 1.410 1.108 -1.187
S 1.070 0.186 -0.153
H -1.865 1.622 1.507
H -2.458 1.962 -0.035
H -0.697 2.381 0.397
H -0.903 -0.970 -2.425
H -0.994 0.606 -2.261
H -2.167 -0.220 -1.591
H -2.173 -1.341 0.646
H -0.899 -2.376 0.419
H -0.769 -1.147 1.625
H 2.042 0.509 2.153
H 0.417 1.408 2.012
H 2.042 1.858 1.136
H 3.108 -1.193 -0.759
H 1.795 -1.589 -1.595
H 2.005 -2.244 0.021
*
```

=====

Record 4
C24H40N6OS3ScSi3 as an isolated structure, computed with ωB97M-V/def2-TZVPD.

Structure (ORCA input):
```
! RIJCOSX wB97M-V def2-TZVPD def2/J DEFGRID3
* xyz -1 1
Sc -0.399 0.521 -0.362
C 3.700 5.361 -1.129
C 2.680 4.745 -2.078
N 2.662 3.298 -2.027
C 1.955 2.592 -1.125
S 2.050 0.865 -1.221
N 1.315 3.266 -0.196
N 0.523 2.458 0.560
C 0.165 2.895 1.712
C 0.603 4.208 2.278
C -0.808 2.065 2.437
C -1.371 2.484 3.639
C -2.358 1.718 4.229
C -2.769 0.557 3.601
C -2.154 0.199 2.415
N -1.186 0.914 1.846
H 3.673 6.451 -1.191
H 4.711 5.029 -1.368
H 3.476 5.068 -0.104
H 2.885 5.036 -3.110
H 1.678 5.097 -1.830
H 3.194 2.761 -2.688
H 1.440 4.591 1.703
H 0.895 4.105 3.324
H -0.212 4.935 2.222
H -1.055 3.413 4.089
H -2.812 2.038 5.158
H -3.551 -0.065 4.011
H -2.450 -0.694 1.886
C -3.587 -0.882 -0.751
O -2.203 -0.939 -0.405
Si -1.368 -2.423 -0.246
C -2.151 -3.375 1.190
C -1.934 -3.411 -1.745
C 0.334 -1.812 -0.093
Si 1.239 -2.103 1.513
C 1.700 -3.928 1.764
C 0.363 -1.633 3.137
C 2.857 -1.144 1.731
Si 1.392 -2.485 -1.504
C 0.945 -1.858 -3.231
C 1.327 -4.389 -1.664
C 3.253 -2.204 -1.285
H -4.146 -1.633 -0.185
H -3.711 -1.070 -1.819
H -3.962 0.111 -0.516
H -3.227 -3.478 1.019
H -2.001 -2.958 2.184
H -1.739 -4.388 1.197
H -3.028 -3.409 -1.747
H -1.617 -4.452 -1.683
H -1.602 -2.998 -2.696
H 0.824 -4.581 1.779
H 2.219 -4.043 2.720
H 2.368 -4.289 0.980
H -0.674 -1.934 3.271
H 0.424 -0.555 3.302
H 0.946 -2.108 3.933
H 3.715 -1.609 1.245
H 3.067 -1.106 2.805
H 2.784 -0.119 1.362
H 0.238 -2.527 -3.725
H 1.850 -1.837 -3.845
H 0.521 -0.856 -3.255
H 0.593 -4.721 -2.399
H 1.116 -4.898 -0.722
H 2.305 -4.738 -2.011
H 3.562 -1.178 -1.097
H 3.713 -2.531 -2.222
H 3.657 -2.839 -0.493
S -0.923 1.405 -2.693
C -2.449 1.993 -2.109
S -2.515 2.236 -0.408
C -3.524 2.226 -2.948
C -4.770 2.685 -2.439
N -5.794 3.038 -2.041
C -3.453 2.000 -4.348
N -3.412 1.836 -5.489
*
```

=====

The evaluated ΔE to the lowest compared entry with this formula, charge and spin for the records listed, in turn: 0.357; 2.035; 2.896; 0.435 eV.
The evaluated frontier orbital gap for the records listed, in turn: 10.08; 9.52; 9.58; 6.69 eV.
The evaluated electronic energy for the records listed, in turn: -101970.4048; -8827.3773; -19336.0646; -113374.3922 eV.